Computed, not measured: a structure of composition C35H52OP4Sn in a non-equilibrium geometry, with ωB97M-V with the def2-TZVPD basis set.

Each line ends with the Mulliken charge.
Atoms and positions in Å:
Sn: 0.7199 0.4993 -1.0871  0.12
P: 2.6333 1.0053 0.8786  0.77
P: -0.3245 2.7418 -1.4617  1.11
P: 2.9032 -0.3605 -2.2772  0.83
H: -0.5814 -2.2913 0.3347  0.05
C: 0.2545 -2.9090 -0.0266  -0.36
C: 1.3031 -3.2864 0.7308  -0.39
H: 1.5628 -2.7545 1.6370  0.09
C: 2.2114 1.2799 2.6383  -0.96
C: 3.4856 2.5749 0.4461  -1.17
C: 4.0353 -0.1659 1.0768  -1.15
C: -1.7772 2.1152 -2.3568  -0.83
C: -0.9963 3.9622 -0.3134  -1.15
C: 0.7276 3.5266 -2.7159  -1.21
C: 3.6180 -1.9777 -1.8054  -1.20
C: 4.2186 0.8457 -2.6467  -1.32
C: 2.3080 -0.7743 -3.9297  -1.02
H: 0.2065 -3.0694 -1.1064  0.40
H: 2.0277 -4.0267 0.4026  0.44
H: 2.0265 0.3199 3.1359  0.26
H: 1.3039 1.8899 2.7159  0.02
H: 3.0279 1.8047 3.1529  0.65
H: 2.7469 3.3833 0.3571  0.34
H: 4.0340 2.4986 -0.5024  0.28
H: 4.1915 2.8305 1.2506  0.47
H: 3.6652 -1.1148 1.4922  0.25
H: 4.7864 0.2485 1.7689  0.53
H: 4.5345 -0.3840 0.1240  0.27
H: -2.1595 2.9283 -2.9875  0.53
H: -2.5584 1.7995 -1.6498  0.30
H: -1.5296 1.2589 -3.0104  -0.10
H: -1.6395 4.6601 -0.8709  0.51
H: -0.1951 4.5395 0.1723  0.43
H: -1.6140 3.4712 0.4545  0.27
H: 0.1944 4.4023 -3.1162  0.50
H: 0.9346 2.8289 -3.5447  0.34
H: 1.6787 3.8651 -2.2723  0.34
H: 4.1218 -2.4080 -2.6843  0.50
H: 2.8216 -2.6663 -1.4858  0.15
H: 4.3492 -1.9122 -0.9924  0.45
H: 4.7493 0.5103 -3.5491  0.51
H: 4.9472 0.9501 -1.8332  0.40
H: 3.7746 1.8298 -2.8586  0.34
H: 3.1326 -1.2126 -4.5032  0.57
H: 1.9471 0.1212 -4.4448  0.40
H: 1.4871 -1.4921 -3.8548  -0.10
C: -0.9208 -1.7798 -5.0907  1.20
C: -2.0696 -1.2740 -5.7343  -0.41
C: -2.5940 -1.9623 -6.8322  -0.56
C: -1.9319 -3.0962 -7.3296  -0.46
C: -0.7379 -3.5319 -6.7323  -0.56
C: -0.2145 -2.8673 -5.6198  -0.34
O: -0.4871 -1.2872 -3.8744  0.01
H: -0.8458 -0.4181 -3.5944  -0.14
H: -2.5464 -0.3719 -5.3529  0.39
H: -3.5375 -1.6161 -7.2861  0.43
H: -2.3567 -3.6404 -8.1679  0.47
H: -0.2080 -4.4064 -7.1292  0.44
H: 0.7390 -3.1666 -5.1814  0.41
C: -3.2445 3.7243 4.7183  -0.59
C: -2.1472 4.0100 3.8997  -0.88
C: -1.4622 2.9799 3.2539  -0.10
C: -1.8841 1.6450 3.4303  0.01
C: -2.9869 1.3603 4.2478  -0.19
C: -3.6612 2.4018 4.8923  -0.73
P: -0.9608 0.3037 2.5635  1.69
C: -0.3791 -0.6739 4.0068  0.22
C: -0.0193 -2.0216 3.8069  -1.09
C: 0.5711 -2.7599 4.8355  -0.93
C: 0.8342 -2.1634 6.0719  -0.56
C: 0.5035 -0.8175 6.2717  -0.70
C: -0.0903 -0.0734 5.2556  -0.69
C: -2.3879 -0.6842 1.9534  0.22
C: -2.8337 -1.8805 2.5195  0.08
C: -3.7734 -2.6699 1.8413  -0.80
C: -4.3152 -2.2360 0.6315  -0.67
C: -3.9381 -0.9893 0.1042  -0.58
C: -3.0030 -0.2090 0.7663  -0.34
H: -3.7734 4.5327 5.2195  0.44
H: -1.8196 5.0373 3.7602  0.46
H: -0.6033 3.1992 2.6146  0.40
H: -3.3184 0.3297 4.3777  0.38
H: -4.5117 2.1693 5.5281  0.47
H: -0.1976 -2.5072 2.8486  1.06
H: 0.8321 -3.8063 4.6675  0.49
H: 1.2914 -2.7434 6.8729  0.47
H: 0.7182 -0.3485 7.2339  0.48
H: -0.3311 0.9772 5.4270  0.49
H: -2.4613 -2.2264 3.4816  0.62
H: -4.0766 -3.6230 2.2741  0.47
H: -5.0458 -2.8539 0.1079  0.45
H: -4.3888 -0.6306 -0.8184  0.50
H: -2.7192 0.7802 0.3778  0.13

## Properties
Total charge: +4
HOMO (spin up / spin down), Ha: -0.655 / -0.660
Kohn-Sham gap (spin up / spin down), eV: 4.5 / 4.3
ΔE to the lowest compared entry with this formula, charge and spin, kJ/mol: 0.0
F_max, eV/Å: 3.9


Computed, not measured: a cluster of 11 separate species, C49H66N11O3 in total, with ωB97M-V with the def2-TZVPD basis set.

Each line ends with the Mulliken charge.
Atoms and positions in Å:
C: 3.0498 3.5531 0.6627  -0.77
C: 2.5654 3.5122 1.8993  0.04
C: 1.0748 3.5302 2.1531  -0.86
N: 0.5195 2.2494 2.5995  -0.09
C: 1.2811 1.7252 3.7409  -1.01
C: 0.4840 1.2994 1.4767  2.05
C: 0.1328 -0.1111 1.9263  -1.85
O: 1.2031 -0.9118 2.4107  -0.31
C: 2.2664 -1.1230 1.5103  -0.22
C: 1.8860 -1.7977 0.1932  -1.09
C: -0.6451 1.7465 0.5099  -0.55
O: -0.2800 2.2067 -0.6079  -0.98
O: -1.8172 1.6185 0.9127  -0.78
H: 4.0768 3.3004 0.4283  0.28
H: 2.4249 3.8242 -0.1787  0.24
H: 3.2485 3.4466 2.7372  0.32
H: 0.5899 3.8482 1.2329  0.30
H: 0.8416 4.2725 2.9219  0.50
H: 1.6060 2.5134 4.4155  0.45
H: 2.1446 1.1269 3.4385  0.21
H: 0.6366 1.0499 4.3015  0.32
H: 1.4100 1.3617 0.8967  0.09
H: -0.4389 -0.6053 1.1398  0.39
H: -0.5608 -0.0055 2.7574  0.51
H: 2.9551 -1.7857 2.0355  0.45
H: 2.8328 -0.2069 1.3218  0.23
H: 2.6616 -1.5804 -0.5429  0.35
H: 1.8788 -2.8782 0.3161  0.32
H: 0.9525 -1.4368 -0.2253  0.23
N: -3.2094 -3.6617 4.8104  0.10
C: -3.6765 -2.6969 3.9556  -0.80
C: -2.6504 -2.3584 3.1174  -0.18
C: -1.5263 -3.1567 3.4670  -0.38
C: -1.9010 -3.9521 4.5138  -0.65
H: -3.7546 -4.0889 5.5321  0.14
H: -4.6862 -2.3311 4.0257  0.39
H: -2.6958 -1.6153 2.3380  0.55
H: -0.5533 -3.1368 3.0045  0.45
H: -1.3532 -4.6931 5.0722  0.40
N: 0.0051 2.5246 -3.3560  0.57
C: -0.6592 3.1883 -4.3427  -0.59
C: 0.2077 3.3799 -5.3927  -0.78
C: 1.4490 2.8010 -5.0126  -0.91
C: 1.2838 2.2811 -3.7487  -0.44
H: -0.3769 2.2492 -2.4540  0.24
H: -1.6898 3.4746 -4.2177  0.50
H: -0.0210 3.8781 -6.3207  0.49
H: 2.3578 2.7730 -5.5929  0.65
H: 1.9685 1.7638 -3.0981  0.52
N: -2.9122 -5.1782 8.1678  0.08
C: -3.3679 -6.3129 8.7833  -0.53
C: -2.9955 -6.2521 10.0985  -0.54
C: -2.2936 -5.0279 10.2819  -0.66
C: -2.2602 -4.3881 9.0718  -0.42
H: -3.0313 -4.9571 7.1996  0.23
H: -3.9123 -7.0620 8.2350  0.36
H: -3.2033 -6.9982 10.8466  0.39
H: -1.8668 -4.6605 11.2010  0.45
H: -1.8326 -3.4442 8.7776  0.61
N: 1.5048 -0.1520 -6.8913  0.22
C: 1.3169 -1.4546 -7.2525  -0.68
C: 2.0473 -1.6894 -8.3888  -0.28
C: 2.7061 -0.4741 -8.7214  -0.93
C: 2.3497 0.4545 -7.7745  -0.17
H: 1.0879 0.3021 -6.0933  0.18
H: 0.6814 -2.1028 -6.6742  0.42
H: 2.1042 -2.6247 -8.9199  0.41
H: 3.3647 -0.3011 -9.5568  0.42
H: 2.6253 1.4884 -7.6564  0.40
N: -3.1749 1.1304 -1.5381  0.39
C: -4.1569 0.7120 -0.7020  -0.18
C: -5.2770 0.4499 -1.4566  -0.76
C: -4.9413 0.7241 -2.8119  -0.68
C: -3.6308 1.1414 -2.8261  -0.60
H: -2.2524 1.4010 -1.2140  0.12
H: -3.9595 0.6504 0.3535  0.42
H: -6.2252 0.1026 -1.0800  0.44
H: -5.5816 0.6247 -3.6737  0.41
H: -2.9931 1.4423 -3.6408  0.40
N: 1.3154 -3.8490 10.3030  0.12
C: 2.3405 -3.1683 10.9005  -0.48
C: 3.3333 -3.0048 9.9713  -0.50
C: 2.8863 -3.6086 8.7637  -0.52
C: 1.6383 -4.1182 9.0025  -0.45
H: 0.4546 -4.1117 10.7462  0.17
H: 2.2759 -2.8589 11.9294  0.38
H: 4.2734 -2.5058 10.1362  0.41
H: 3.4183 -3.6595 7.8288  0.41
H: 0.9532 -4.6460 8.3615  0.45
N: 2.9943 5.7973 -4.6893  0.08
C: 2.8640 6.8694 -5.5242  -0.50
C: 4.0720 7.0760 -6.1383  -0.43
C: 4.9653 6.0828 -5.6528  -0.52
C: 4.2667 5.3096 -4.7619  -0.43
H: 2.2634 5.4151 -4.1142  0.21
H: 1.9268 7.3914 -5.6118  0.38
H: 4.2900 7.8498 -6.8554  0.40
H: 5.9986 5.9501 -5.9266  0.41
H: 4.5655 4.4567 -4.1772  0.41
N: -3.8113 -2.4899 -3.8134  0.13
C: -3.1037 -2.8371 -4.9276  -0.50
C: -3.7437 -3.8929 -5.5237  -0.47
C: -4.8874 -4.1897 -4.7338  -0.56
C: -4.8991 -3.3029 -3.6879  -0.36
H: -3.5770 -1.7401 -3.1826  0.16
H: -2.2089 -2.3055 -5.2023  0.44
H: -3.4290 -4.3935 -6.4242  0.38
H: -5.6169 -4.9619 -4.9133  0.39
H: -5.5867 -3.1807 -2.8691  0.39
N: 0.7901 2.6214 8.2925  0.03
C: 1.8627 1.8271 8.6010  -0.75
C: 1.5257 0.5334 8.3052  -0.17
C: 0.1991 0.5492 7.7940  -0.46
C: -0.2266 1.8502 7.7993  -0.67
H: 0.7548 3.6161 8.4087  0.17
H: 2.7686 2.2490 9.0008  0.38
H: 2.1579 -0.3296 8.4356  0.47
H: -0.3742 -0.2982 7.4576  0.61
H: -1.1588 2.2909 7.4912  0.39
N: 0.7419 1.0176 -10.9397  0.11
C: 0.6987 2.3233 -11.3355  -0.40
C: 0.2438 2.3589 -12.6285  -0.56
C: 0.0001 1.0161 -13.0248  -0.58
C: 0.3164 0.2149 -11.9579  -0.31
H: 1.0447 0.6932 -10.0338  0.26
H: 0.9939 3.1141 -10.6673  0.38
H: 0.1010 3.2465 -13.2220  0.38
H: -0.3653 0.6782 -13.9803  0.38
H: 0.2748 -0.8540 -11.8377  0.37

## Properties
Total charge: -1
HOMO, Ha: -0.210
Kohn-Sham gap, eV: 7.6
F_max, eV/Å: 0.8


Computed, not measured: a structure of composition C57H69N3P2Sn, with ωB97M-V with the def2-TZVPD basis set.

Each line ends with the Mulliken charge.
Atoms and positions in Å:
Sn: 0.1327 0.6059 1.1938  1.41
C: -0.3949 -0.8161 -4.7252  -1.11
C: -0.2103 0.6993 -4.5868  -0.01
C: -1.2518 1.4249 -5.4340  -1.52
P: -0.1756 1.0645 -2.7390  1.26
C: 0.7153 2.7210 -2.6150  2.98
C: 0.3332 3.4444 -1.3225  -1.78
C: 0.7442 3.6901 -3.7993  -1.82
C: -1.9311 1.4156 -2.3721  0.25
C: -2.5536 2.6197 -2.7107  0.11
C: -3.8489 2.9414 -2.3422  0.88
C: -4.4837 4.2552 -2.7216  -1.92
C: -4.5431 1.9883 -1.5880  -1.13
C: -3.9776 0.7773 -1.2651  -0.68
C: -2.6526 0.4255 -1.6507  -1.19
N: -2.0394 -0.7214 -1.2903  0.78
C: -2.7105 -1.8645 -1.0426  -0.77
C: -3.8600 -2.2782 -1.7748  -0.35
C: -4.5336 -3.4475 -1.4991  -0.94
C: -4.0926 -4.3141 -0.4932  0.24
C: -4.8450 -5.5736 -0.1422  -1.70
C: -2.8997 -3.9837 0.1359  -0.18
C: -2.1849 -2.8158 -0.1285  0.42
P: -0.5198 -2.4668 0.5492  1.28
C: 0.5657 -3.1681 -0.8108  0.11
C: 0.9666 -2.0092 -1.7309  -0.87
C: -0.0501 -4.3006 -1.6262  -1.84
C: -0.1622 -3.6466 1.9582  0.48
C: 0.0497 -5.1449 1.7240  -1.70
C: -1.1251 -3.3754 3.1165  -0.84
H: -0.3737 -1.1209 -5.7775  0.49
H: -1.3533 -1.1232 -4.2967  0.12
H: 0.3892 -1.3536 -4.1901  0.25
H: 0.7928 0.9581 -4.9466  0.65
H: -2.2525 1.2453 -5.0387  0.21
H: -1.2213 1.0574 -6.4667  0.50
H: -1.0903 2.5028 -5.4575  0.24
H: 1.7458 2.3737 -2.4779  -2.00
H: -0.6109 3.9811 -1.4301  0.42
H: 1.1127 4.1628 -1.0527  0.37
H: 0.2254 2.7467 -0.4887  0.14
H: -0.2223 4.1656 -3.9734  0.27
H: 1.0622 3.2021 -4.7225  0.33
H: 1.4668 4.4863 -3.5881  0.50
H: -2.0029 3.3391 -3.3062  0.05
H: -3.7556 4.9121 -3.2011  0.33
H: -4.8764 4.7758 -1.8436  0.37
H: -5.3186 4.1158 -3.4161  0.33
H: -5.5491 2.2106 -1.2398  0.28
H: -4.5463 0.0746 -0.6697  0.39
H: -4.2043 -1.6347 -2.5773  0.44
H: -5.4143 -3.7060 -2.0825  0.32
H: -5.9219 -5.4338 -0.2613  0.40
H: -4.6575 -5.8621 0.8941  0.38
H: -4.5532 -6.4192 -0.7751  0.27
H: -2.5174 -4.6713 0.8797  -0.03
H: 1.4631 -3.5352 -0.2976  1.01
H: 0.0805 -1.4938 -2.1040  -0.51
H: 1.5523 -2.3718 -2.5834  0.79
H: 1.5622 -1.2718 -1.1905  -0.12
H: -0.9093 -3.9364 -2.1929  0.17
H: -0.3951 -5.1275 -1.0033  0.34
H: 0.6890 -4.6891 -2.3355  0.50
H: 0.8091 -3.2419 2.2698  0.12
H: -0.8679 -5.6778 1.4739  0.20
H: 0.4408 -5.5893 2.6458  0.53
H: 0.7791 -5.3331 0.9354  0.36
H: -2.1644 -3.5540 2.8339  0.13
H: -1.0330 -2.3371 3.4414  -0.23
H: -0.8880 -4.0177 3.9704  0.56
C: 1.4302 -0.5368 2.6247  -0.74
C: 2.2328 -0.5493 3.5600  0.27
C: 3.0786 -0.8015 4.6391  0.08
C: 2.4596 -0.7999 5.9676  0.06
C: 1.3464 0.0222 6.2012  0.22
C: 0.7049 0.0193 7.4257  -0.85
C: 1.1478 -0.8054 8.4545  -0.57
C: 2.2295 -1.6464 8.2295  -0.71
C: 2.8749 -1.6484 7.0025  -0.33
C: 4.4823 -1.0895 4.3994  0.55
C: 4.9200 -1.4162 3.1033  -0.33
C: 6.2513 -1.6788 2.8426  -0.76
C: 7.1997 -1.6149 3.8584  -0.40
C: 6.7915 -1.2608 5.1386  -0.90
C: 5.4592 -0.9963 5.4060  -0.15
H: 0.9997 0.6635 5.3993  0.36
H: -0.1544 0.6617 7.5775  0.39
H: 0.6508 -0.7996 9.4171  0.38
H: 2.5637 -2.3189 9.0115  0.37
H: 3.6841 -2.3461 6.8282  0.57
H: 4.1847 -1.4537 2.3091  0.33
H: 6.5573 -1.9298 1.8340  0.39
H: 8.2430 -1.8201 3.6522  0.36
H: 7.5220 -1.1752 5.9351  0.36
H: 5.1686 -0.6774 6.3979  0.54
C: -3.3131 2.2286 3.0992  -1.97
C: -2.4236 0.9754 3.2068  2.17
C: -2.1821 0.6620 4.6966  -1.62
C: -3.1612 -0.2077 2.5547  -1.45
N: -1.1416 1.2323 2.6491  -0.35
H: -4.3038 2.0496 3.5314  0.38
H: -3.4321 2.5020 2.0491  0.31
H: -2.8392 3.0638 3.6199  0.41
H: -3.1359 0.5993 5.2284  0.48
H: -1.5706 1.4485 5.1450  0.26
H: -1.6507 -0.2863 4.8005  0.24
H: -3.9989 -0.5551 3.1689  0.45
H: -2.4693 -1.0352 2.3950  0.01
H: -3.5399 0.0926 1.5796  0.20
C: 2.7987 3.3608 5.5406  -0.60
C: 1.5065 3.4435 5.0325  -0.60
C: 1.2286 3.1091 3.7167  -0.34
C: 2.2441 2.6774 2.8450  -0.64
C: 3.5452 2.5823 3.3816  0.37
C: 3.8129 2.9182 4.6974  -0.64
N: 1.9493 2.2754 1.5570  0.66
C: 2.7983 2.5795 0.5349  -0.72
C: 2.8336 1.7826 -0.6350  0.10
C: 3.6037 2.1256 -1.7300  -0.08
C: 4.3948 3.2710 -1.7269  -0.92
C: 4.3812 4.0695 -0.5868  -0.61
C: 3.6136 3.7399 0.5152  -0.05
H: 3.0077 3.6139 6.5733  0.35
H: 0.6979 3.7782 5.6753  0.35
H: 0.2137 3.1351 3.3424  0.42
H: 4.3378 2.2042 2.7463  0.49
H: 4.8244 2.8152 5.0776  0.32
H: 2.2242 0.8885 -0.6630  -0.14
H: 3.5838 1.4890 -2.6090  0.43
H: 5.0088 3.5275 -2.5818  0.36
H: 4.9719 4.9805 -0.5640  0.33
H: 3.6115 4.3922 1.3796  0.37

## Properties
Total charge: -2
HOMO (spin up / spin down), Ha: -0.047 / -0.045
Kohn-Sham gap (spin up / spin down), eV: 5.4 / 4.8
ΔE to the lowest compared entry with this formula, charge and spin, kJ/mol: 305.4
F_max, eV/Å: 0.8